Record 1
Molecular formula: C23H18BrMoN2O7S2
Method: DFT, ωB97M-V/def2-TZVPD

```
54
Properties=species:S:1:pos:R:3:forces:R:3
Mo 0.0912 1.1234 -0.8238 0.8927 0.5208 0.4641
O -0.6848 0.4954 -2.3247 -0.6930 -0.3868 -1.1502
C -0.6812 -0.4535 -3.2712 0.1246 0.1823 0.3823
C -1.7422 -0.5818 -4.1468 -0.1857 0.0635 -0.0916
C -1.6637 -1.5582 -5.1217 0.0315 -0.0284 -0.0275
C -0.5426 -2.3887 -5.2317 -0.0955 0.0160 -0.0392
C 0.5037 -2.2455 -4.3509 0.1025 -0.1035 -0.0678
C 0.4423 -1.2728 -3.3476 0.1980 0.0321 0.1175
C 1.5013 -1.1378 -2.3947 -0.0758 -0.0441 -0.0027
N 1.5489 -0.3392 -1.3819 0.3370 -0.1432 0.0046
C 2.6962 -0.4735 -0.4697 -0.1598 0.1274 0.0168
C 2.1343 -0.3693 0.9301 -0.1621 0.0420 -0.0732
N 1.2681 0.8177 0.9704 0.4562 -0.0478 -0.0497
C 1.2263 1.5154 2.0433 -0.1464 0.0431 0.1237
C 0.3535 2.6364 2.3012 0.2175 -0.1644 -0.1011
C 0.5084 3.4083 3.4518 0.0624 0.0213 0.1289
C -0.3640 4.4458 3.7103 -0.0299 0.0219 -0.0086
C -1.4210 4.6998 2.8365 0.0011 0.0150 0.0616
C -1.6037 3.9373 1.6960 -0.1758 0.1380 -0.0690
C -0.7007 2.9292 1.4389 0.1633 -0.3279 -0.2973
O -0.8096 2.1896 0.3075 -0.8588 0.5642 0.6752
H -2.5930 0.0820 -4.0630 0.0179 -0.0464 0.0039
H -2.4851 -1.6738 -5.8172 0.0269 -0.0014 0.0100
H -0.5014 -3.1387 -6.0096 -0.0020 0.0219 0.0241
H 1.3794 -2.8803 -4.4249 -0.0399 0.0226 0.0046
H 2.3466 -1.8094 -2.5265 0.0056 -0.0493 -0.0074
H 3.3887 0.3424 -0.6629 0.0711 0.0316 -0.0561
H 3.2063 -1.4221 -0.6154 -0.0335 -0.0805 -0.0465
H 2.9235 -0.3060 1.6761 0.0168 0.0787 0.0525
H 1.5058 -1.2312 1.1471 -0.0504 -0.0573 0.0562
H 1.8833 1.2175 2.8580 0.0050 0.0132 0.0169
H 1.3220 3.1886 4.1333 -0.0336 0.0145 -0.0128
H -0.2295 5.0586 4.5905 -0.0260 -0.0193 -0.0003
H -2.1140 5.5035 3.0487 0.0328 -0.0030 -0.0002
H -2.4125 4.1232 1.0020 0.0192 0.0022 0.0259
Br -5.7713 0.2284 -1.9034 -0.0081 0.0022 -0.0040
C -4.9121 -0.5059 -0.3884 0.0120 0.0208 -0.0146
C -5.6335 -1.2628 0.5204 -0.0290 -0.0421 0.0547
C -4.9845 -1.7938 1.6277 -0.0205 -0.0037 0.0305
C -3.6323 -1.5655 1.8291 -0.0620 -0.0128 0.1175
C -2.9213 -0.8186 0.9015 0.0506 -0.0852 -0.1708
C -3.5592 -0.2862 -0.2154 0.0729 -0.0917 -0.0002
C -1.4683 -0.5748 1.1191 -0.0662 0.3920 -0.1685
O -0.9657 -0.4447 2.2029 0.1661 -0.1933 0.0598
O -0.7760 -0.4735 -0.0449 -0.0923 0.2020 0.1597
H -6.6899 -1.4364 0.3638 0.0319 0.0031 0.0090
H -5.5421 -2.3890 2.3388 -0.0015 0.0158 -0.0220
H -3.1209 -1.9664 2.6950 -0.0249 0.0184 -0.0259
H -3.0118 0.2940 -0.9437 0.0155 -0.0045 -0.0291
O -0.2548 2.9041 -2.0851 0.1408 -0.4682 0.0015
S 1.1121 3.0182 -2.7477 0.3407 -0.0849 -0.3215
O 1.4063 4.3058 -3.2648 -0.1730 0.0747 0.2300
O 1.3912 1.8651 -3.5699 -0.0908 0.2076 0.0008
S 2.0582 2.6142 -0.9325 -0.2763 -0.4195 0.0252
```
Forces are in eV/Å.

Its net charge is +1. As for the LUMO energy: -5.4 eV. Its total energy is -135019.8023 eV. As for the energy above the lowest of the compared OMol25 structures with the same formula, charge and spin: 28.07 kJ/mol. The HOMO-LUMO gap comes out at 6.232 eV.

Record 2
Molecular formula: C23H18CuN3O5S2
Method: DFT, ωB97M-V/def2-TZVPD

```
52
Properties=species:S:1:pos:R:3:forces:R:3
Cu 1.1368 -0.5050 0.1108 -0.5900 0.0729 -0.1004
C -1.8528 2.7584 0.9609 -0.0270 0.0186 -0.0040
C -0.5520 1.9991 0.8323 0.2055 0.0086 -0.0477
N -0.4838 0.7249 0.9342 -0.1589 0.0129 0.0527
N -1.6933 0.0695 1.2021 0.2148 0.0192 -0.1652
C -1.9123 -0.9072 0.3878 0.0600 -0.1134 0.0925
S -0.9927 -1.4250 -0.9678 -0.1403 0.0582 0.0486
S -3.4040 -1.8312 0.8573 -0.0004 0.1337 -0.0222
C -4.2957 -1.6867 -0.7155 0.0130 -0.0723 -0.1209
C -4.8101 -0.2998 -0.9827 0.0711 -0.0206 0.0768
C -5.9981 0.1529 -0.4140 -0.0168 -0.0367 -0.0268
C -6.4427 1.4471 -0.6303 0.0011 0.0290 -0.0088
C -5.6938 2.3184 -1.4129 -0.0345 0.0025 0.0194
C -4.5028 1.8811 -1.9723 0.0295 -0.0229 0.0052
C -4.0645 0.5798 -1.7630 0.0237 0.0384 0.0579
C 0.6757 2.7880 0.5610 -0.0735 -0.0667 0.0042
C 0.7779 4.0527 1.1366 -0.0035 0.0507 0.0307
C 1.8568 4.8996 0.9324 -0.0131 -0.0517 -0.0262
C 2.8750 4.4561 0.0838 0.0264 0.0383 0.0221
C 2.8035 3.2251 -0.5221 -0.0297 -0.0515 -0.0568
C 1.7106 2.3180 -0.3294 -0.0360 0.0486 0.1005
O 1.6804 1.2077 -0.9482 0.1460 -0.0118 -0.0453
H -2.7021 2.1134 0.7579 -0.0157 -0.0247 -0.0147
H -1.8564 3.6087 0.2787 0.0062 0.0047 -0.0014
H -1.9671 3.1483 1.9768 -0.0060 -0.0186 0.0151
H -5.1138 -2.4078 -0.6704 -0.0181 0.0121 0.0193
H -3.5960 -1.9912 -1.4961 -0.0366 -0.0422 0.0051
H -6.5661 -0.5168 0.2225 -0.0099 -0.0075 0.0005
H -7.3672 1.7838 -0.1756 -0.0074 0.0041 0.0010
H -6.0293 3.3367 -1.5685 -0.0048 0.0044 -0.0047
H -3.8945 2.5596 -2.5572 0.0022 0.0088 -0.0141
H -3.1115 0.2466 -2.1575 0.0200 -0.0109 -0.0303
H -0.0252 4.3859 1.7867 -0.0003 0.0092 0.0122
H 1.9040 5.8683 1.4146 0.0036 0.0055 0.0057
H 3.7387 5.0900 -0.0992 0.0056 0.0019 -0.0044
H 3.5936 2.8788 -1.1792 0.0059 0.0111 -0.0046
O 3.1633 -0.2432 1.1139 0.4386 -0.0179 0.0304
C 4.0126 -1.0284 0.7341 -0.2343 -0.0410 0.0697
C 3.8383 -2.4688 0.5816 0.0369 0.1620 -0.0177
C 4.9589 -3.2251 0.3027 -0.0182 0.0198 -0.0212
C 4.8759 -4.6011 0.1527 0.1709 -0.0989 -0.0124
C 3.6197 -5.2473 0.2470 -0.0526 -0.0047 -0.0071
C 2.4975 -4.5274 0.4978 -0.0091 0.1236 0.0593
C 2.5250 -3.0862 0.7138 -0.0273 -0.0865 -0.0026
O 1.4882 -2.4525 0.9855 0.2050 -0.1557 -0.0436
N 6.0538 -5.3623 -0.1026 -0.1886 0.0741 -0.0242
O 5.9537 -6.5850 -0.2227 0.0338 0.0021 0.0103
O 7.1357 -4.7828 -0.2000 0.0329 -0.0120 0.0174
H 5.0258 -0.6593 0.4614 0.0100 0.0015 0.0510
H 5.9238 -2.7423 0.2034 -0.0041 0.0067 0.0065
H 3.5783 -6.3181 0.1036 -0.0018 -0.0001 0.0012
H 1.5245 -4.9981 0.5531 -0.0043 -0.0147 0.0121
```
Forces are in eV/Å.

Its net charge is -2. As for the LUMO energy: 4.4 eV. Its total energy is -105160.3107 eV. The HOMO-LUMO gap comes out at 5.536 eV.

Record 3
Molecular formula: C23H18F4N
Method: DFT, ωB97M-V/def2-TZVPD

```
46
Properties=species:S:1:pos:R:3:forces:R:3
F -2.6602 3.9939 2.0956 0.3436 -1.7873 -0.0758
C -2.4144 2.6398 2.0045 0.0815 1.2246 0.1101
C -3.5097 1.7801 1.9547 0.5539 -0.3926 -0.0199
C -3.2136 0.4170 1.8821 -0.9194 -0.6749 0.0351
F -4.2600 -0.4788 1.8626 1.2795 1.1041 0.0145
C -1.9249 -0.0736 1.8315 0.5224 0.1164 -0.0409
C -0.8044 0.8191 1.8422 -1.4953 0.3829 -0.1110
C 0.4805 0.2237 1.7323 -0.0933 0.0734 1.1837
C 1.7675 0.8210 1.8317 1.4316 0.3192 -0.3340
C 2.8838 -0.0721 1.9401 -0.6125 0.0810 -0.1004
C 4.1723 0.4205 1.9951 1.0622 -0.7031 0.0360
F 5.2189 -0.4721 2.0498 -1.3480 1.1344 -0.0119
C 4.4701 1.7852 1.9914 -0.6297 -0.4143 0.0285
C 3.3766 2.6468 1.9221 -0.0433 1.2363 0.0773
F 3.6220 4.0028 1.9677 -0.3471 -1.7808 -0.1559
C 2.0615 2.2194 1.8120 0.0370 -0.3038 -0.0458
C -1.0945 2.2126 1.9752 -0.0714 -0.3351 -0.1582
H -4.5298 2.1467 1.9900 0.1262 -0.0415 -0.0123
H -1.7411 -1.1468 1.7906 -0.1992 0.2406 -0.1275
H 0.4753 -0.8642 1.8075 -0.0185 0.3750 -0.1196
H 2.6978 -1.1458 1.9823 0.2472 0.2599 -0.0608
H 5.4886 2.1517 2.0501 -0.1084 -0.0378 -0.0098
H 1.2779 2.9588 1.7058 0.5879 -0.0765 -0.0710
H -0.3054 2.9456 2.0776 -0.5731 -0.0498 -0.0260
C -1.0015 -3.5630 -0.0942 0.0357 -0.3395 0.4478
C -0.6079 -2.3699 -0.8677 0.4610 1.0777 -0.2519
C 0.4558 -1.4922 -0.6541 -0.2478 -0.5800 0.0269
C 0.4639 -0.5578 -1.7290 -0.5084 0.2897 -0.7224
C -0.6737 -0.8507 -2.5415 0.8856 -0.3666 0.3459
C -0.9021 -0.2195 -3.7566 0.2618 0.6135 -0.1902
C 0.0199 0.7633 -4.1596 -0.3374 -0.4439 0.3383
C 1.1406 1.0721 -3.3642 0.0633 -0.0258 0.3548
C 1.3686 0.4260 -2.1441 -0.2778 0.1093 -0.2904
N -1.2951 -1.9638 -1.9789 -0.0694 0.0097 0.1142
C -2.4453 -2.6626 -2.5275 -0.1242 -0.0944 0.0411
H -0.2454 -3.7219 0.6834 -0.2186 -0.1219 -0.1267
H -1.9761 -3.4353 0.4009 0.1576 -0.0892 -0.1812
H -1.0464 -4.4687 -0.7168 -0.0251 0.2588 0.1776
H 1.2509 -1.6209 0.0627 -0.0140 -0.2495 -0.1410
H -1.7656 -0.4899 -4.3631 0.2862 0.1989 -0.0024
H -0.1248 1.2886 -5.1051 0.0277 -0.2110 0.3002
H 1.8460 1.8297 -3.7147 -0.2477 -0.2661 0.1267
H 2.2333 0.6344 -1.5110 -0.0919 0.0899 -0.3642
H -2.7589 -2.1588 -3.4457 0.0234 -0.1910 0.2495
H -2.1926 -3.7074 -2.7571 -0.0351 0.3169 -0.0228
H -3.2784 -2.6630 -1.8105 0.1815 0.0644 -0.2342
```
Forces are in eV/Å.

Its net charge is +1. As for the LUMO energy: -6.5 eV. Its total energy is -36495.0593 eV. The HOMO-LUMO gap comes out at 4.090 eV.

Q: Among the records above, which one has the lowest net charge?
A: C23H18CuN3O5S2

Q: Number 1 is which compound?
A: C23H18BrMoN2O7S2

Repeat the third record exactly.
Molecular formula: C23H18F4N
Method: DFT, ωB97M-V/def2-TZVPD

```
46
Properties=species:S:1:pos:R:3:forces:R:3
F -2.6602 3.9939 2.0956 0.3436 -1.7873 -0.0758
C -2.4144 2.6398 2.0045 0.0815 1.2246 0.1101
C -3.5097 1.7801 1.9547 0.5539 -0.3926 -0.0199
C -3.2136 0.4170 1.8821 -0.9194 -0.6749 0.0351
F -4.2600 -0.4788 1.8626 1.2795 1.1041 0.0145
C -1.9249 -0.0736 1.8315 0.5224 0.1164 -0.0409
C -0.8044 0.8191 1.8422 -1.4953 0.3829 -0.1110
C 0.4805 0.2237 1.7323 -0.0933 0.0734 1.1837
C 1.7675 0.8210 1.8317 1.4316 0.3192 -0.3340
C 2.8838 -0.0721 1.9401 -0.6125 0.0810 -0.1004
C 4.1723 0.4205 1.9951 1.0622 -0.7031 0.0360
F 5.2189 -0.4721 2.0498 -1.3480 1.1344 -0.0119
C 4.4701 1.7852 1.9914 -0.6297 -0.4143 0.0285
C 3.3766 2.6468 1.9221 -0.0433 1.2363 0.0773
F 3.6220 4.0028 1.9677 -0.3471 -1.7808 -0.1559
C 2.0615 2.2194 1.8120 0.0370 -0.3038 -0.0458
C -1.0945 2.2126 1.9752 -0.0714 -0.3351 -0.1582
H -4.5298 2.1467 1.9900 0.1262 -0.0415 -0.0123
H -1.7411 -1.1468 1.7906 -0.1992 0.2406 -0.1275
H 0.4753 -0.8642 1.8075 -0.0185 0.3750 -0.1196
H 2.6978 -1.1458 1.9823 0.2472 0.2599 -0.0608
H 5.4886 2.1517 2.0501 -0.1084 -0.0378 -0.0098
H 1.2779 2.9588 1.7058 0.5879 -0.0765 -0.0710
H -0.3054 2.9456 2.0776 -0.5731 -0.0498 -0.0260
C -1.0015 -3.5630 -0.0942 0.0357 -0.3395 0.4478
C -0.6079 -2.3699 -0.8677 0.4610 1.0777 -0.2519
C 0.4558 -1.4922 -0.6541 -0.2478 -0.5800 0.0269
C 0.4639 -0.5578 -1.7290 -0.5084 0.2897 -0.7224
C -0.6737 -0.8507 -2.5415 0.8856 -0.3666 0.3459
C -0.9021 -0.2195 -3.7566 0.2618 0.6135 -0.1902
C 0.0199 0.7633 -4.1596 -0.3374 -0.4439 0.3383
C 1.1406 1.0721 -3.3642 0.0633 -0.0258 0.3548
C 1.3686 0.4260 -2.1441 -0.2778 0.1093 -0.2904
N -1.2951 -1.9638 -1.9789 -0.0694 0.0097 0.1142
C -2.4453 -2.6626 -2.5275 -0.1242 -0.0944 0.0411
H -0.2454 -3.7219 0.6834 -0.2186 -0.1219 -0.1267
H -1.9761 -3.4353 0.4009 0.1576 -0.0892 -0.1812
H -1.0464 -4.4687 -0.7168 -0.0251 0.2588 0.1776
H 1.2509 -1.6209 0.0627 -0.0140 -0.2495 -0.1410
H -1.7656 -0.4899 -4.3631 0.2862 0.1989 -0.0024
H -0.1248 1.2886 -5.1051 0.0277 -0.2110 0.3002
H 1.8460 1.8297 -3.7147 -0.2477 -0.2661 0.1267
H 2.2333 0.6344 -1.5110 -0.0919 0.0899 -0.3642
H -2.7589 -2.1588 -3.4457 0.0234 -0.1910 0.2495
H -2.1926 -3.7074 -2.7571 -0.0351 0.3169 -0.0228
H -3.2784 -2.6630 -1.8105 0.1815 0.0644 -0.2342
```
Forces are in eV/Å.

Its net charge is +1. As for the LUMO energy: -6.5 eV. Its total energy is -36495.0593 eV. The HOMO-LUMO gap comes out at 4.090 eV.

Q: Which value of HOMO-LUMO gap does entry 2 give?
A: 5.536 eV